(1)
Entry from OMol25: a 2-piece molecular cluster, C3H8ClNS overall (wB97M-V/def2-TZVPD).

Summary:
- SMILES string: CCCl.NC=S
- HOMO-LUMO gap: 9.289 eV
- Multiplicity: 1
- Total charge: 0
- LUMO energy: 0.0252 hartree

Geometry as XYZ:
```
14
Properties=species:S:1:pos:R:3:forces:R:3:nbo_charge:R:1
C 1.27271 -0.31489 -0.11201 0.009 -0.048 -0.043 -0.6308
C 2.60844 -0.23074 0.60056 -0.100 0.060 0.188 -0.3567
C -3.11919 -0.03130 -0.18933 -0.037 -0.162 0.000 -0.0690
H 1.24983 0.35200 -0.97800 0.059 -0.060 0.044 0.2096
H 1.07794 -1.33387 -0.45680 -0.046 0.165 0.069 0.2314
H 0.47110 -0.01955 0.57522 0.134 -0.137 -0.003 0.2075
H 2.65043 -0.90137 1.46211 -0.017 0.100 -0.173 0.2123
H 2.82084 0.78388 0.94008 0.010 -0.117 -0.053 0.2068
H -1.27540 0.79387 -0.41906 -0.093 -0.005 -0.028 0.4038
H -2.57219 1.94190 -0.36510 -0.039 -0.047 0.007 0.3972
H -4.15888 0.29814 -0.10839 0.139 -0.058 -0.006 0.1884
N -2.26203 0.98625 -0.33113 0.074 -0.018 -0.002 -0.7615
S -2.72141 -1.62041 -0.13783 -0.058 0.310 0.000 -0.1567
Cl 3.95781 -0.70389 -0.48031 -0.033 0.016 0.001 -0.0824
```
Forces are in eV/Å.


(2)
Entry from OMol25: the molecule C3H8ClOPS in a non-equilibrium geometry (wB97M-V/def2-TZVPD).

Summary:
- SMILES string: CCS[P@](C)(=O)Cl
- HOMO-LUMO gap: 10.090 eV
- Multiplicity: 1
- Total charge: 0
- LUMO energy: 0.0187 hartree

Geometry as XYZ:
```
15
Properties=species:S:1:pos:R:3:forces:R:3:nbo_charge:R:1
C -0.12592 2.29354 0.51729 2.879 -1.686 2.253 -0.6251
C -1.82914 -2.73209 0.20366 2.556 -0.176 1.821 -0.9777
C 0.73626 1.10088 -0.06040 -0.268 -0.281 0.631 -0.4914
O -2.31879 -0.23032 -1.10641 2.053 -1.843 4.224 -1.0416
P -1.71592 -0.86849 0.21133 -0.977 0.638 -5.258 1.5649
S 0.34308 -0.60165 0.54227 -0.506 0.197 0.046 -0.0853
Cl -2.68843 -0.18416 1.80888 -0.295 0.081 0.639 -0.2500
H -1.19033 2.14798 0.50277 -0.333 0.545 -0.925 0.2391
H 0.12980 2.36936 1.65452 -0.409 -0.325 -1.822 0.2057
H 0.44764 3.11439 0.10087 -1.192 0.827 -0.375 0.2290
H -0.74629 -3.21101 0.01766 -2.507 1.200 0.407 0.2650
H -2.25361 -3.13002 1.15974 0.547 0.420 -0.677 0.2523
H -2.48968 -3.00545 -0.56625 -0.747 -0.217 -1.210 0.2584
H 1.75108 1.18670 0.38228 -0.457 0.126 -0.538 0.2241
H 0.82750 1.00413 -1.16410 -0.343 0.494 0.784 0.2327
```
Forces are in eV/Å.


(3)
Entry from OMol25: C3H8CsO as an isolated structure in a non-equilibrium geometry (wB97M-V/def2-TZVPD).

Summary:
- HOMO-LUMO gap: 9.112 eV
- Multiplicity: 1
- Total charge: +1
- LUMO energy: -0.1427 hartree

Geometry as XYZ:
```
13
Properties=species:S:1:pos:R:3:forces:R:3:nbo_charge:R:1
Cs -0.55401 2.31611 -3.69336 -0.005 -0.036 -0.073 0.9982
C 0.90602 -0.04802 1.27496 -1.275 0.488 0.872 -0.6302
C -0.16480 -0.59386 0.36428 0.712 -0.155 -1.899 0.1059
C -0.87421 0.52351 -0.49751 -0.744 -1.277 1.088 -0.6240
O 0.48880 -1.43194 -0.56538 0.199 -0.334 -1.871 -0.7491
H 0.38646 0.15052 2.21237 0.441 0.428 0.326 0.2208
H 1.28558 0.88240 0.85262 0.352 -0.143 0.209 0.2069
H 1.68936 -0.77782 1.47953 -0.024 0.128 -0.138 0.2224
H -0.88681 -1.26686 0.82673 -0.431 0.699 0.574 0.1805
H -1.57396 0.11120 -1.22446 0.080 -0.603 -0.046 0.2060
H -0.22159 1.18120 -1.07165 0.490 0.037 0.712 0.1542
H -1.54332 1.03511 0.19433 0.302 0.684 -0.053 0.2302
H 1.06248 -2.08155 -0.15247 -0.097 0.084 0.300 0.4780
```
Forces are in eV/Å.


Short version: total energy = -1032.2347 -1394.1141 -214.2566 hartree, in the order given.